# 1
{"formula": "C5H12Cl2Si", "method": "the ωB97M-V functional and the def2-TZVPD basis", "species": ["C", "C", "C", "C", "C", "Si", "Cl", "Cl", "H", "H", "H", "H", "H", "H", "H", "H", "H", "H", "H", "H"], "positions_angstrom": [[0.5755, -1.3812, -0.8886], [1.0254, -1.0286, 1.5787], [-1.3108, -0.8614, 0.6581], [-0.8965, 2.1785, -1.2889], [0.1521, -0.5954, 0.3590], [0.2393, 1.3470, -0.0296], [0.6592, 2.5571, 1.5210], [2.4595, 1.4974, -1.9577], [1.4814, -1.1619, -1.2887], [0.3641, -2.3994, -0.7020], [-0.1926, -1.2235, -1.7220], [1.8770, -1.6191, 1.3809], [0.2998, -1.5175, 2.2892], [1.3938, -0.1584, 2.1580], [-1.8113, -0.0332, 1.1106], [-1.7467, -1.3227, -0.3050], [-1.4261, -1.5448, 1.4575], [-0.4818, 3.2448, -1.1311], [-0.7728, 1.7535, -2.2879], [-1.8885, 2.2686, -0.9115]], "forces_ev_per_angstrom": [[-4.5, 0.7, -0.5], [-1.9, 1.7, 1.5], [-0.4, -0.7, -2.0], [2.0, 1.4, 1.5], [1.6, 1.0, 0.0], [1.2, -1.5, -2.4], [0.0, 0.0, 0.2], [-1.7, -0.1, 1.7], [2.9, 0.4, -0.8], [0.5, -1.5, 0.5], [1.0, 0.4, 0.8], [0.7, -0.8, -0.6], [1.2, 0.0, -0.6], [-0.1, -0.3, -0.3], [-0.9, 1.0, -0.5], [-0.1, 1.2, 1.7], [0.1, -1.4, 0.5], [-0.5, -1.4, -1.0], [-0.1, 0.4, 0.2], [-1.0, -0.4, 0.0]], "e_lumo_ev": -0.29, "homo_lumo_gap_ev": 9.03, "de_lowest_ev": 3.216}

---

# 2
{"formula": "C5H12Cl4O2", "method": "the ωB97M-V functional and the def2-TZVPD basis", "species": ["C", "Cl", "Cl", "Cl", "Cl", "C", "C", "O", "H", "H", "H", "H", "H", "H", "C", "C", "O", "H", "H", "H", "H", "H", "H"], "positions_angstrom": [[-2.9840, -0.9109, -0.0994], [-3.8885, 0.0173, 1.1328], [-1.7027, 0.1324, -0.8375], [-2.1858, -2.2027, 0.6544], [-4.0328, -1.5146, -1.3217], [-0.4657, -0.2493, 3.0169], [-0.4709, 0.6691, 4.1917], [0.4229, 0.1004, 5.1221], [0.5334, -0.4560, 2.6333], [-1.1552, 0.1671, 2.2826], [-0.9135, -1.2099, 3.2714], [-1.4347, 0.7672, 4.6913], [-0.2051, 1.6857, 3.9019], [0.9290, 0.8168, 5.5123], [2.3555, 0.4536, -4.7197], [1.9395, 0.1769, -3.2168], [0.6076, 0.1187, -3.1282], [3.4380, 0.5500, -4.8044], [1.8447, 1.2761, -5.2204], [2.1435, -0.4802, -5.2404], [2.3227, 1.1081, -2.7996], [2.5027, -0.5385, -2.6175], [0.3992, -0.4774, -2.4052]], "forces_ev_per_angstrom": [[-0.2, 0.9, 0.4], [0.3, 0.0, -0.6], [-0.2, 0.4, -0.1], [0.8, -1.4, 0.8], [-0.6, 0.0, -0.7], [-1.2, -0.3, -0.5], [0.1, 0.0, 0.4], [0.7, 0.4, 0.5], [0.0, 0.4, -0.1], [0.3, 0.0, -0.5], [0.1, -0.1, 0.3], [-0.4, -0.2, -0.3], [0.4, 0.1, -0.1], [0.1, -0.1, 0.3], [0.7, -0.6, -0.1], [0.3, -0.4, -1.7], [0.6, 0.4, 0.0], [-0.1, 0.4, 0.4], [-0.1, 0.0, 0.4], [-0.4, -0.2, 0.0], [0.2, 1.6, 0.3], [-0.2, -0.5, -0.1], [-1.1, -0.7, 0.8]], "charge": 1, "e_lumo_ev": [-3.63, -9.92], "homo_lumo_gap_ev": [8.47, 2.18], "spin_multiplicity": 2, "s_squared": 0.754}

---

# 3
{"formula": "C5H12ClN2OP", "method": "the ωB97M-V functional and the def2-TZVPD basis", "species": ["C", "C", "C", "C", "C", "N", "N", "O", "P", "Cl", "H", "H", "H", "H", "H", "H", "H", "H", "H", "H", "H", "H"], "positions_angstrom": [[1.8826, -1.3639, 0.0558], [0.3920, -1.5690, -0.3576], [2.4634, -0.1499, -0.5966], [-1.8995, -0.5550, -0.3615], [-2.5804, 0.5925, 0.3316], [-0.5783, -0.5841, 0.2976], [0.2779, 2.4923, 0.9520], [1.8144, 1.0272, -0.1894], [0.3233, 1.5616, -0.4329], [-4.1844, 1.2153, -0.2063], [1.9940, -1.2539, 1.1522], [2.2882, -2.2701, -0.1883], [0.3426, -1.5909, -1.5013], [0.0042, -2.5374, -0.0302], [3.4728, -0.0426, -0.0685], [2.5767, -0.2244, -1.7475], [-1.7765, -0.2432, -1.4184], [-2.4330, -1.5148, -0.4300], [-1.8268, 1.2895, 0.4134], [-2.7371, 0.3158, 1.3362], [-0.3090, 3.3465, 1.0556], [0.4926, 2.0585, 1.9341]], "forces_ev_per_angstrom": [[-3.4, 1.6, 0.9], [-1.3, 1.0, 0.2], [2.5, -0.5, -0.3], [0.8, 0.4, -1.5], [-1.6, -1.7, 0.4], [1.9, 1.5, -1.8], [-0.3, 0.0, 2.6], [0.1, 0.7, 0.0], [-0.7, -2.3, 1.4], [0.8, -0.2, -0.3], [-0.3, 0.0, -0.4], [1.9, -2.0, -0.9], [0.0, 0.3, 1.1], [0.3, -0.3, -0.1], [-0.9, 0.0, -1.5], [-0.2, 0.2, 1.8], [-0.1, -0.3, 0.0], [0.1, 0.1, 0.6], [0.7, 2.3, -0.3], [-0.4, -0.5, 1.3], [0.6, -1.2, -0.5], [-0.4, 1.0, -2.7]], "e_lumo_ev": [0.45, 0.45], "homo_lumo_gap_ev": [8.23, 8.23], "de_lowest_ev": 1.920}

---

Number 1: strongest force on any atom 4.61 eV/Å. Number 2: strongest force on any atom 1.82 eV/Å. Number 3: strongest force on any atom 3.86 eV/Å.